1.
119
Properties=species:S:1:pos:R:3 method="wB97M-V/def2-TZVPD" homo_ha=-0.2820 orbital_gap_ha=0.2464 spin_multiplicity=1
H -8.28 -1.92 0.55
H 2.52 -0.78 4.52
O 2.94 0.12 4.58
H 2.96 1.66 2.59
Cl 5.28 -2.66 -3.70
H -6.92 10.12 -3.27
H -3.80 4.07 1.46
H -5.75 5.01 -1.70
C 5.13 -1.91 7.60
C -3.28 1.41 -7.46
H -0.60 -5.83 3.95
H -6.56 7.21 -5.81
H -0.87 -5.48 6.51
H 0.52 -4.88 2.93
C 1.87 0.89 0.74
H -3.34 -4.40 1.67
H -5.57 1.73 1.10
H -3.27 0.67 -8.26
O -4.84 8.07 -2.78
H 0.91 -5.63 6.68
H 5.43 1.55 1.49
S -6.40 -0.46 0.61
H -5.28 6.23 -5.05
C 4.55 0.95 1.04
H 5.48 -2.57 8.47
C 4.76 -1.30 2.73
C -8.15 -0.86 0.76
H -7.01 1.35 2.08
C 4.65 -2.82 6.37
O 5.10 -4.93 -1.66
O 1.65 -3.31 5.16
H 4.65 1.11 -0.10
C -4.70 5.00 -1.98
H -7.19 1.80 0.36
C 4.98 -3.71 1.55
H 6.24 -5.56 1.58
H -4.59 4.67 -3.01
H 2.17 0.29 -0.19
H 2.87 -1.47 -5.45
H -5.32 4.68 0.75
H -4.91 7.87 -5.64
H 0.38 1.43 -7.18
O -1.82 2.30 -5.41
C 4.64 -1.26 -1.49
P 4.63 -0.20 4.31
C 4.68 -0.62 1.30
C -6.56 1.28 1.09
H 3.91 -3.93 4.52
S -6.11 7.89 -3.55
O -4.51 2.54 -0.97
H 3.16 2.68 1.08
H -3.25 2.42 -7.89
H 3.76 -2.26 5.89
H -8.50 -0.66 1.78
O 1.36 -1.23 -7.98
O 5.68 -2.98 5.33
C 0.35 -5.29 3.93
C -3.56 -3.29 1.80
S 0.28 -3.91 5.10
H 6.28 1.24 3.48
C -0.44 -0.28 1.43
H -5.81 10.01 -4.66
H -0.83 0.44 0.62
H -4.27 6.00 -1.87
O -2.44 -2.58 2.39
H 3.31 0.03 -6.31
C 5.11 -5.33 1.58
C 4.88 -3.76 -1.30
H -7.49 9.41 -4.80
H 4.20 -1.31 7.94
H -3.41 -1.02 3.42
S -3.79 3.85 -0.92
H -3.36 -0.86 1.53
H 3.54 -1.10 -9.97
H 5.90 -1.14 7.27
C 5.00 -3.65 4.25
N 4.51 -2.59 -2.16
H 4.86 -1.13 -8.77
C 0.07 -4.93 6.58
H 1.65 -0.99 1.91
O -5.68 -1.15 1.72
H 4.70 -5.78 2.54
C -6.63 9.52 -4.13
H -0.68 0.75 -8.44
H -8.72 -0.28 0.04
S 2.74 -1.76 -7.82
H 4.84 2.05 3.60
C 1.10 0.02 1.84
H -0.74 2.49 -8.06
H 4.24 -3.84 6.71
H 1.17 -5.96 4.20
C -2.77 -1.14 2.47
H -1.80 0.86 2.84
C -0.60 1.49 -7.64
H -4.53 -3.21 2.43
H 0.04 -4.27 7.45
H 1.09 0.49 2.89
H 4.47 -1.33 -6.20
H -3.82 5.66 0.66
C 4.93 -2.85 2.88
C -5.67 7.24 -5.17
C -4.23 4.65 0.64
H -0.93 -0.57 3.66
S -1.85 1.16 -6.38
C 3.42 -1.06 -6.30
C 3.81 -0.85 -8.94
H 3.68 0.23 -8.79
H 5.54 -4.67 4.12
H 4.67 -5.78 0.63
H -3.74 -2.87 0.73
C 4.73 -1.54 0.07
C 4.89 -3.08 0.13
O 4.62 -0.21 -2.17
H 1.17 1.76 0.44
H -4.19 1.29 -6.87
H -0.44 -1.35 0.99
C -1.45 -0.23 2.69
C 3.14 1.59 1.46
N 5.45 1.35 4.07

=====

2.
127
Properties=species:S:1:pos:R:3 method="wB97M-V/def2-TZVPD" homo_ha=-0.3222 smiles="O=C1OC[C@@H](F)O1.O=C1OC[C@@H](F)O1.O=S1(=O)OCCO1.CNC(C)=O.CNC(C)=O.CNC(C)=O.CNC(C)=O.CNC(C)=O.CNC(C)=O.CNC(C)=O.CNC(C)=O" orbital_gap_ha=0.3122 spin_multiplicity=1
C -0.20 -17.86 28.23
H 3.46 -16.26 28.91
H 1.13 -19.77 24.49
H 2.16 -19.89 23.11
H 2.28 -24.75 25.15
O -1.26 -18.91 26.48
C 0.88 -23.97 23.57
H 1.76 -14.79 25.05
H -2.70 -21.45 27.35
H -2.29 -14.43 29.93
O 2.98 -12.77 27.41
C 3.59 -24.11 29.71
C -7.63 -18.52 27.87
H 4.68 -19.07 30.82
H 1.13 -23.71 28.42
O 0.21 -21.85 26.48
N -0.54 -20.59 21.91
H 1.84 -22.58 31.25
O -0.86 -18.94 20.37
H 1.04 -21.75 21.62
O -5.03 -18.50 30.22
C -0.91 -19.34 21.51
C -3.32 -22.16 27.89
H -6.46 -21.04 31.33
H 4.73 -19.55 27.75
N -3.30 -23.75 29.70
C -1.33 -18.41 22.63
H -0.73 -17.51 22.68
H 3.88 -20.56 24.31
H -2.22 -16.11 29.39
H 0.34 -21.38 20.08
C 0.65 -19.30 31.81
H 5.02 -20.55 31.77
C 4.78 -19.97 26.75
H 1.77 -24.01 22.95
O 0.72 -22.69 24.15
C -5.95 -15.75 31.76
H -2.38 -18.16 22.46
H -0.50 -17.63 29.25
H -0.77 -20.82 22.86
H 4.17 -20.62 30.19
H 0.41 -20.29 32.20
C -6.42 -19.97 31.49
H -3.55 -24.32 31.69
O 4.64 -24.66 29.63
C -2.80 -24.40 30.89
H -6.55 -14.97 32.22
O -1.70 -17.07 25.28
C 1.99 -19.24 31.15
C -1.23 -17.59 26.23
H 4.07 -14.68 28.94
C 2.24 -13.87 25.40
H -7.47 -19.57 28.14
C 1.25 -24.82 24.79
H -4.82 -15.26 26.39
O -1.53 -22.33 29.46
N -6.31 -17.98 27.66
H -2.57 -25.45 30.69
C 2.58 -13.79 26.89
H 5.64 -19.49 26.28
C -0.89 -19.14 27.82
H -8.20 -18.01 28.64
H -2.19 -19.15 32.63
H -4.58 -15.99 28.00
O 3.14 -23.18 28.85
N -4.21 -19.17 32.23
H 4.97 -21.04 26.75
C 3.45 -19.65 26.11
H -1.73 -15.73 31.01
H -6.53 -16.18 30.93
H -0.11 -19.17 31.05
H -5.54 -18.09 28.32
N 2.51 -15.01 27.49
H -4.20 -21.54 28.05
H 2.16 -15.75 26.92
C 4.32 -20.05 31.11
H -4.09 -16.76 30.57
C -6.05 -16.94 26.83
O -0.58 -16.95 27.21
H 2.72 -20.56 32.42
O -1.55 -22.94 25.16
H -1.98 -23.92 31.41
O 2.12 -18.68 30.06
H 2.47 -14.98 29.58
H 0.04 -24.35 22.98
C 1.64 -23.39 30.55
C 3.14 -15.23 28.76
H 3.18 -13.81 24.84
N -3.76 -15.82 30.73
N 3.02 -19.88 31.74
O 0.41 -24.36 25.88
O 2.65 -18.95 26.72
H -4.23 -23.94 29.39
H -5.63 -16.50 32.47
H -2.97 -17.49 32.65
O -6.79 -16.67 25.88
H -0.49 -22.52 21.17
C 1.73 -23.06 29.05
F 1.34 -21.77 28.93
N 3.26 -19.95 24.81
H 1.02 -25.88 24.74
F -2.07 -19.29 28.54
H 2.21 -18.37 23.95
C -5.10 -19.20 31.23
H 0.68 -23.81 30.84
H 0.52 -18.54 32.58
S -0.17 -22.88 25.56
C -2.46 -15.46 30.24
C 0.08 -21.59 21.11
H 1.68 -13.01 25.05
H -0.35 -20.07 27.99
H -6.90 -19.72 32.43
H -8.20 -18.55 26.94
C -2.95 -18.48 32.21
C -4.73 -16.20 26.94
H -7.06 -19.57 30.70
H -1.24 -18.92 23.60
H 0.87 -18.04 28.15
H -3.56 -22.87 27.09
O -4.71 -13.79 31.25
O 2.66 -24.38 30.64
H -4.45 -19.82 32.96
C 2.09 -19.44 24.11
H -3.90 -16.75 26.51
H -2.48 -18.36 31.23
C -4.73 -15.00 31.20
C -2.62 -22.77 29.09